Record 1
The following is a DFT calculation (ωB97M-V/def2-TZVPD) of an isolated molecule of C14H10 at a distorted geometry.

Summary:
* Kohn-Sham gap: 7.966 eV
* energy relative to the best compared isomer or geometry (same formula, charge and spin): 253.3 kJ/mol
* SMILES: c1ccc2c(c1)ccc1ccccc12
* LUMO energy: 0.02 eV

Structure (ORCA input):
```
! RIJCOSX wB97M-V def2-TZVPD def2/J DEFGRID3
* xyz 0 1
C -0.898 3.399 -0.426
C 0.534 3.332 -0.343
C 1.047 2.123 -0.160
C 0.273 0.820 -0.333
C -1.109 0.872 -0.701
C -1.543 2.236 -0.783
C -2.083 -0.176 -0.838
C -1.768 -1.407 -0.242
C -0.359 -1.593 0.097
C -0.070 -2.852 0.671
C 1.322 -3.337 1.047
C 2.262 -2.273 0.865
C 1.862 -0.888 0.427
C 0.556 -0.518 -0.123
H -1.622 4.400 -0.408
H 1.195 4.154 -0.304
H 2.000 1.999 0.078
H -2.424 2.246 -1.552
H -3.189 -0.009 -1.058
H -2.516 -2.261 -0.229
H -1.022 -3.428 0.549
H 1.704 -4.442 1.312
H 3.143 -2.221 1.541
H 2.706 -0.178 0.912
*
```

***

Record 2
The following is a DFT calculation (ωB97M-V/def2-TZVPD) of a cluster of 11 separate species, C14H10BrCl40NO3Si2 in total at a distorted geometry.

Summary:
* Kohn-Sham gap: 9.999 eV
* LUMO energy: -0.05 eV

Structure (ORCA input):
```
! RIJCOSX wB97M-V def2-TZVPD def2/J DEFGRID3
* xyz 0 1
C 2.218 -0.213 0.061
C 1.760 0.491 1.304
O 2.443 0.527 2.231
N 0.480 1.169 1.365
Si 0.574 2.909 1.027
O 1.981 3.569 1.638
Si 2.618 4.628 0.517
Br 3.587 3.408 -1.094
C -0.535 0.516 0.671
C -1.605 1.334 -0.030
O -0.594 -0.643 0.654
H 1.453 -0.786 -0.433
H 2.973 -0.906 0.377
H 2.701 0.497 -0.600
H -0.617 3.550 1.603
H 0.526 3.159 -0.425
H 1.465 5.297 -0.101
H 3.498 5.633 1.113
H -2.401 0.687 -0.363
H -2.061 2.043 0.644
H -1.221 1.849 -0.905
C 3.653 -2.978 2.790
Cl 4.037 -3.251 1.084
Cl 2.001 -2.377 2.930
Cl 3.801 -4.500 3.677
Cl 4.772 -1.789 3.462
C -1.325 -3.713 5.179
Cl -2.226 -5.050 4.458
Cl 0.184 -4.314 5.873
Cl -0.941 -2.525 3.932
Cl -2.319 -2.936 6.430
C 0.489 -3.995 -1.380
Cl 0.324 -3.513 0.305
Cl 1.704 -5.267 -1.538
Cl -1.074 -4.583 -1.948
Cl 0.975 -2.592 -2.345
C 2.908 7.734 -2.659
Cl 2.110 7.881 -1.088
Cl 2.356 9.035 -3.719
Cl 4.658 7.843 -2.446
Cl 2.495 6.172 -3.369
C -3.903 -2.373 -0.405
Cl -4.303 -3.951 -1.100
Cl -2.719 -1.553 -1.425
Cl -5.369 -1.385 -0.303
Cl -3.232 -2.604 1.209
C -1.618 -6.523 9.550
Cl -2.576 -6.106 10.975
Cl -2.072 -5.472 8.205
Cl 0.099 -6.303 9.909
Cl -1.916 -8.210 9.113
C -0.617 3.216 -4.399
Cl -1.318 4.754 -3.881
Cl -0.641 3.122 -6.160
Cl 1.048 3.111 -3.818
Cl -1.558 1.883 -3.715
C -4.477 4.095 2.339
Cl -4.865 2.596 1.487
Cl -2.929 4.727 1.752
Cl -5.748 5.285 2.044
Cl -4.356 3.773 4.070
C 2.669 -9.054 -3.497
Cl 2.967 -9.334 -5.215
Cl 1.026 -8.446 -3.275
Cl 2.862 -10.569 -2.610
Cl 3.829 -7.865 -2.887
C -1.624 5.840 -9.369
Cl -1.637 6.081 -7.621
Cl -0.574 4.472 -9.762
Cl -3.264 5.503 -9.931
Cl -1.015 7.295 -10.163
*
```

***

Record 3
The following is a DFT calculation (ωB97M-V/def2-TZVPD) of a structure of composition C14H10N2O8RuS2.

Summary:
* <S²>: 0.76
* Kohn-Sham gap (spin up / spin down): 6.965 / 7.432 eV
* energy relative to the best compared isomer or geometry (same formula, charge and spin): 0.0 kJ/mol
* LUMO energy (spin up / spin down): 2.38 / 2.38 eV

Structure (ORCA input):
```
! RIJCOSX wB97M-V def2-TZVPD def2/J DEFGRID3
* xyz -1 2
Ru 1.649 0.216 0.614
C 3.352 1.612 0.722
C 2.689 1.972 -0.470
C 2.786 0.899 -1.395
C 3.393 -0.179 -0.721
C 3.781 0.247 0.581
H 3.463 2.236 1.594
H 2.170 2.903 -0.634
H 2.279 0.835 -2.345
H 3.537 -1.172 -1.117
H 4.306 -0.344 1.314
O -1.748 0.080 2.007
C -1.199 0.543 1.019
O -0.137 1.300 1.021
C -1.791 0.338 -0.355
C -3.139 0.455 -0.521
C -3.714 0.367 -1.800
C -2.924 0.159 -2.912
C -1.560 0.039 -2.755
C -0.914 0.051 -1.467
O 0.297 -0.246 -1.319
N -0.771 -0.130 -3.959
O -1.299 -0.672 -4.924
O 0.361 0.326 -3.991
N -5.136 0.513 -1.965
O -5.819 0.716 -0.970
O -5.608 0.443 -3.094
H -3.770 0.619 0.341
H -3.362 0.100 -3.896
C 0.965 -2.057 5.001
O 0.997 -2.547 3.658
C 1.217 -1.658 2.707
S 1.670 -0.045 2.948
S 1.117 -2.069 1.083
H 0.709 -2.910 5.622
H 0.212 -1.275 5.095
H 1.942 -1.662 5.284
*
```

***

Record 4
The following is a DFT calculation (ωB97M-V/def2-TZVPD) of an isolated molecule of C14H10N4O at a distorted geometry.

Summary:
* Kohn-Sham gap: 8.397 eV
* energy relative to the best compared isomer or geometry (same formula, charge and spin): 0.0 kJ/mol
* SMILES: Oc1cc2c(nn1)-c1ccc(-n3ccnc3)cc1C2
* LUMO energy: -0.06 eV

Structure (ORCA input):
```
! RIJCOSX wB97M-V def2-TZVPD def2/J DEFGRID3
* xyz 0 1
N 4.403 0.617 2.999
N -4.030 -0.136 -2.256
N -3.180 0.394 -1.372
O -4.541 -1.707 -3.876
C 3.374 0.026 2.399
C 4.153 1.956 3.007
C 2.961 2.186 2.421
C -3.705 -1.274 -2.900
C -2.010 -0.244 -1.112
C -0.885 1.432 0.443
C 0.262 1.679 1.215
C -2.489 -1.939 -2.650
C 1.111 -0.486 0.603
C -0.967 0.222 -0.244
C 1.273 0.707 1.272
C -1.647 -1.479 -1.643
C 0.022 -0.736 -0.201
N 2.442 0.979 2.009
C -0.300 -1.903 -1.093
H -5.227 -1.014 -3.961
H 3.222 -1.018 2.259
H 4.829 2.682 3.472
H 2.509 3.143 2.246
H -1.627 2.218 0.383
H 0.354 2.678 1.682
H -2.305 -2.851 -3.235
H 1.860 -1.267 0.639
H 0.446 -1.990 -1.898
H -0.308 -2.875 -0.606
*
```